# 1
C6H5BrFPd as an isolated structure in a non-equilibrium geometry. Source: OMol25; level of theory: ωB97M-V with the def2-TZVPD basis set.

Calculated values
HOMO energy (spin up / spin down) (Eh): -0.5109 / -0.5063
E_LUMO (spin up / spin down) (eV): -4.70 / -7.46
ΔE to the lowest compared entry with this formula, charge and spin (kJ/mol): 289.0
Energy (Eh): -3032.88957
Largest force on an atom (eV Å⁻¹): 12.31

The geometry in ORCA input format:
```
! wB97M-V def2-TZVPD RIJCOSX def2/J DEFGRID3
* xyz 1 3
Pd -2.08501 -1.60412 -0.68803
Br -3.13922 0.09557 -1.15903
F -0.86694 -1.11274 -1.89386
C -0.25123 -0.42393 -0.91478
C 0.80661 -1.06447 -0.31000
C 1.61437 -0.41591 0.61538
C 1.15754 0.71956 1.22522
C 0.04285 1.40137 0.64378
C -0.66170 0.78869 -0.38090
H 1.11648 -2.04398 -0.64310
H 2.44802 -0.91521 1.08667
H 1.68053 1.08894 2.09495
H -0.27200 2.32348 1.10961
H -1.59036 1.16279 -0.78591
*
```

natural (NBO) atomic charge list, values in e, 5 entries: number 1, Pd, carries 0.86; number 2, Br, carries -0.09; number 3, F, carries -0.27; number 4, C, carries 0.25; number 5, C, carries -0.26



# 2
C3H6N2O in the gas phase. Source: OMol25; level of theory: ωB97M-V with the def2-TZVPD basis set.

Calculated values
HOMO energy (Eh): -0.3734
E_LUMO (eV): 0.92
SMILES: C/N=C\NC=O
ΔE to the lowest compared entry with this formula, charge and spin (kJ/mol): 126.8
Energy (Eh): -302.64478
Largest force on an atom (eV Å⁻¹): 0.44

The geometry in ORCA input format:
```
! wB97M-V def2-TZVPD RIJCOSX def2/J DEFGRID3
* xyz 0 1
C -1.80392 -0.01423 -0.11662
N -0.90506 -0.02743 -1.25565
C 0.33114 -0.18976 -1.06100
N 0.95096 -0.47131 0.18430
C 1.80911 0.41055 0.79167
O 2.18501 0.30812 1.93649
H -1.32686 -0.11992 0.86630
H -2.33389 0.94250 -0.13323
H -2.54445 -0.80998 -0.22905
H 1.01547 -0.12385 -1.90795
H 0.51474 -1.14333 0.80250
H 2.10773 1.23864 0.12223
*
```

natural (NBO) atomic charge list, values in e, 5 entries: number 1, C, carries -0.46; number 2, N, carries -0.39; number 3, C, carries 0.25; number 4, N, carries -0.67; number 5, C, carries 0.54



# 3
An isolated ion of composition C11H13NP and charge +1 in a non-equilibrium geometry. Source: OMol25; level of theory: ωB97M-V with the def2-TZVPD basis set.

Calculated values
HOMO energy (Eh): -0.4271
E_LUMO (eV): -6.02
SMILES: [H]/P=C1/C=CCC[C@@H]1C1=[N+]=CC=CC1
ΔE to the lowest compared entry with this formula, charge and spin (kJ/mol): 57.8
Energy (Eh): -822.71956
Largest force on an atom (eV Å⁻¹): 1.94

The geometry in ORCA input format:
```
! wB97M-V def2-TZVPD RIJCOSX def2/J DEFGRID3
* xyz 1 1
H -0.66104 2.31175 0.92114
P 0.56022 2.72399 0.34275
C 1.23615 1.14900 0.20791
C 2.59110 1.04537 -0.22099
C 3.29781 -0.10032 -0.14622
C 2.67574 -1.36858 0.31100
C 1.17646 -1.36602 0.03587
C 0.51622 -0.10335 0.64645
C -0.92421 -0.14231 0.26242
N -1.77940 -0.63912 1.09715
C -3.07866 -0.52847 0.94695
C -3.62831 0.32893 -0.03570
C -2.81885 0.65003 -1.07743
C -1.37289 0.32834 -1.07338
H 3.06863 1.96108 -0.54156
H 4.34953 -0.11212 -0.38692
H 3.13469 -2.22042 -0.19396
H 2.87463 -1.49251 1.38195
H 1.01939 -1.36324 -1.04498
H 0.71023 -2.25723 0.45579
H 0.57766 -0.18617 1.73932
H -3.70218 -1.12658 1.59638
H -4.67664 0.57527 -0.02526
H -3.22382 1.08467 -1.97995
H -1.16211 -0.36857 -1.89891
H -0.76036 1.21660 -1.31985
*
```

natural (NBO) atomic charge list, values in e, 5 entries: number 1, H, carries -0.09; number 2, P, carries 0.45; number 3, C, carries -0.32; number 4, C, carries -0.30; number 5, C, carries -0.08



# 4
C19H29N3O2 as an isolated structure in a non-equilibrium geometry. Source: OMol25; level of theory: ωB97M-V with the def2-TZVPD basis set.

Calculated values
HOMO energy (Eh): -0.2489
E_LUMO (eV): 0.58
ΔE to the lowest compared entry with this formula, charge and spin (kJ/mol): 2031.5
Energy (Eh): -1055.45549
Largest force on an atom (eV Å⁻¹): 19.48

The geometry in ORCA input format:
```
! wB97M-V def2-TZVPD RIJCOSX def2/J DEFGRID3
* xyz 0 1
C -7.75491 -0.58984 -0.34301
H -7.70644 -1.41241 0.30022
O -6.62962 0.41706 -0.13753
C -5.44133 -0.14658 -0.09113
C -5.09812 -1.60536 -0.47556
C -3.85096 -1.87406 -0.19576
C -2.89505 -0.98915 0.24994
C -3.20044 0.49552 0.20818
C -4.57319 0.86620 0.16890
C -4.92644 2.20440 0.53313
H -4.69422 2.77057 1.54743
H -6.15268 2.40256 0.40235
H -4.53835 2.75553 -0.31272
C -2.10611 1.57316 0.69731
H -2.53279 2.47813 0.55199
H -1.75781 1.22224 1.75397
H -1.28807 1.26630 -0.01777
C -1.48915 -1.42398 0.22993
N -0.35442 -0.55832 0.46960
N 0.77250 -1.11452 0.71255
C 1.28880 -2.34755 0.10509
O 0.60860 -3.19101 -0.10849
C 2.84074 -2.25974 0.49056
N 3.39696 -1.03514 0.34418
C 3.35295 -0.54073 -1.48125
C 2.70911 0.64750 -1.46167
H 1.56017 0.25242 -1.45895
C 2.94420 1.84205 -0.41733
H 2.09801 2.44874 -0.39567
H 2.77782 1.19995 0.66894
C 4.30942 2.41847 -0.48254
H 4.29443 3.07261 0.19698
H 4.47612 2.82391 -1.38443
C 5.45109 1.23228 -0.19632
C 5.24939 0.36161 1.03134
H 4.63301 1.08245 1.77694
C 4.84049 -0.98773 0.52407
H 5.54070 -1.43474 0.27250
H 4.82564 -1.52142 1.64456
H 6.12601 0.44198 1.63339
H 5.76458 0.69238 -0.90515
H 6.21621 2.05456 0.23901
H 2.79581 0.97091 -2.40625
H 2.75287 -1.62652 -1.75461
H 4.24694 -0.60661 -1.76188
H 3.14902 -2.69570 1.47672
H 3.34878 -3.30234 -0.12945
H 1.60701 -0.61336 0.94070
H -1.31558 -2.31999 -0.25031
H -3.64668 -2.74520 -0.39448
H -5.83052 -2.12653 -0.62887
H -7.64883 -0.96667 -1.48163
H -8.54564 0.04176 -0.49772
*
```

natural (NBO) atomic charge list, values in e, 5 entries: number 1, C, carries -0.26; number 2, H, carries 0.20; number 3, O, carries -0.50; number 4, C, carries 0.37; number 5, C, carries -0.27